No. 1
The following is a DFT calculation (wB97M-V/def2-TZVPD) of a 2-piece molecular cluster, C3H3N3O2 overall at a distorted geometry.

Output
HOMO ... -0.365 Ha
Max |F| ... 7.331 eV Å⁻¹
Multiplicity ... 1
HOMO-LUMO gap ... 9.1 eV

Cartesian coordinates (Å):
C (1.565, -0.249, -0.078)
C (0.048, 1.397, 0.136)
C (-2.107, 0.106, -0.039)
H (3.361, -0.255, -0.818)
H (-0.257, 2.395, 0.129)
H (-2.411, 1.147, -0.286)
N (2.551, -1.008, 0.054)
N (1.304, 1.058, -0.478)
N (-0.677, 0.286, 0.710)
O (-2.805, -0.854, -0.378)
O (0.309, -0.792, 0.236)

Mulliken charges, unit e, in atom order: 0.607, -0.133, 0.223, 0.333, 0.409, 0.255, -0.581, -0.459, 0.007, -0.371, -0.291

***

No. 2
The following is a DFT calculation (wB97M-V/def2-TZVPD) of an isolated molecule of C3H3N3O2 at a distorted geometry.

Output
HOMO ... -0.316 Ha
Max |F| ... 5.726 eV Å⁻¹
Multiplicity ... 1
SMILES string ... C1Oc2nn[nH]c2O1
HOMO-LUMO gap ... 9.2 eV

Cartesian coordinates (Å):
C (0.862, 0.688, -1.379)
O (0.459, 1.502, -0.214)
C (0.221, 0.455, 0.734)
N (-0.126, 0.448, 2.018)
N (-0.782, -0.668, 2.281)
N (-1.004, -1.212, 0.967)
C (-0.370, -0.635, -0.039)
O (-0.058, -0.500, -1.387)
H (0.629, 1.365, -2.413)
H (1.934, 0.421, -1.490)
H (-1.763, -1.864, 0.921)

Mulliken charges, unit e, in atom order: -0.065, -0.318, 0.292, -0.277, -0.495, 0.081, 0.434, -0.355, 0.194, 0.250, 0.259

***

No. 3
The following is a DFT calculation (wB97M-V/def2-TZVPD) of an isolated molecule of C3H3N3O2 at a distorted geometry.

Output
HOMO ... -0.351 Ha
Max |F| ... 4.643 eV Å⁻¹
Multiplicity ... 1
SMILES string ... C=Cn1onnc1=O
HOMO-LUMO gap ... 9.0 eV

Cartesian coordinates (Å):
C (1.448, 0.964, 1.075)
C (1.072, 0.419, -0.042)
N (-0.080, -0.540, -0.197)
O (-0.823, -0.646, 0.928)
N (-2.352, -0.620, 0.545)
N (-2.475, -0.844, -0.620)
C (-1.085, -0.780, -1.245)
O (-0.838, -0.916, -2.428)
H (0.978, 1.106, 1.961)
H (2.390, 1.607, 0.963)
H (1.765, 0.250, -0.940)

Mulliken charges, unit e, in atom order: -0.571, -0.138, 0.226, -0.274, 0.036, -0.064, 0.428, -0.465, 0.370, 0.197, 0.255

***

No. 4
The following is a DFT calculation (wB97M-V/def2-TZVPD) of an isolated molecule of C3H3N3O2 at a distorted geometry.

Output
HOMO ... -0.375 Ha
Max |F| ... 4.137 eV Å⁻¹
Multiplicity ... 1
SMILES string ... [H]/N=C\n1oncc1=O
HOMO-LUMO gap ... 9.6 eV

Cartesian coordinates (Å):
H (1.337, -0.825, -1.804)
N (1.943, -1.134, -0.941)
C (1.381, -1.061, 0.238)
N (0.017, -0.552, 0.378)
O (-0.073, 0.358, 1.559)
N (-1.040, 1.257, 1.421)
C (-1.420, 1.253, 0.160)
C (-0.714, 0.253, -0.617)
O (-0.629, -0.149, -1.750)
H (1.567, -1.335, 1.357)
H (-2.369, 1.934, 0.000)

Mulliken charges, unit e, in atom order: 0.372, -0.649, 0.185, 0.066, -0.157, -0.177, -0.285, 0.644, -0.598, 0.282, 0.319

***

No. 5
The following is a DFT calculation (wB97M-V/def2-TZVPD) of an isolated molecule of C3H3N3O2 at a distorted geometry.

Output
HOMO ... -0.392 Ha
Max |F| ... 3.654 eV Å⁻¹
Multiplicity ... 1
SMILES string ... O=C(O)n1ccnn1
HOMO-LUMO gap ... 10.9 eV

Cartesian coordinates (Å):
O (-0.190, 2.497, -0.907)
C (0.124, 1.350, -0.715)
O (1.286, 0.868, -1.302)
N (-0.367, 0.235, -0.027)
C (0.411, -0.854, 0.362)
C (-0.492, -1.597, 1.010)
N (-1.827, -1.048, 0.928)
N (-1.650, 0.067, 0.333)
H (1.590, 1.713, -1.628)
H (1.485, -0.766, 0.354)
H (-0.371, -2.466, 1.592)

Mulliken charges, unit e, in atom order: -0.493, 0.583, -0.450, 0.555, 0.023, -0.577, -0.329, -0.433, 0.330, 0.360, 0.430

***

No. 6
The following is a DFT calculation (wB97M-V/def2-TZVPD) of an isolated molecule of C3H3N3O2 at a distorted geometry.

Output
HOMO ... -0.331 Ha
Max |F| ... 1.424 eV Å⁻¹
Multiplicity ... 1
SMILES string ... O=C1N=NN/C1=C\O
HOMO-LUMO gap ... 8.4 eV

Cartesian coordinates (Å):
O (-1.101, 1.934, 0.037)
C (-0.928, 0.742, -0.016)
N (-1.961, -0.258, -0.047)
N (-1.416, -1.397, 0.004)
N (-0.075, -1.331, 0.023)
C (0.330, -0.020, 0.016)
C (1.568, 0.511, -0.026)
O (2.701, -0.216, -0.010)
H (0.436, -2.207, 0.093)
H (1.651, 1.595, -0.050)
H (3.456, 0.378, 0.034)

Mulliken charges, unit e, in atom order: -0.548, 0.570, -0.268, -0.418, 0.199, -0.088, 0.014, -0.450, 0.232, 0.408, 0.349

***

No. 7
The following is a DFT calculation (wB97M-V/def2-TZVPD) of an isolated molecule of C3H3N3O2 at a distorted geometry.

Output
HOMO ... -0.332 Ha
Max |F| ... 6.272 eV Å⁻¹
Multiplicity ... 1
SMILES string ... [H]/N=C1N=N/C(=C/O)O\1
HOMO-LUMO gap ... 7.8 eV

Cartesian coordinates (Å):
H (3.363, -0.271, 0.280)
N (2.704, -1.025, 0.032)
C (1.623, -0.371, -0.195)
N (1.571, 0.991, -0.120)
N (0.332, 1.328, -0.100)
C (-0.391, 0.256, -0.145)
C (-1.722, 0.369, 0.009)
O (-2.373, -0.875, -0.169)
O (0.427, -0.835, -0.199)
H (-2.211, 1.311, 0.060)
H (-3.324, -0.877, 0.548)

Mulliken charges, unit e, in atom order: 0.303, -0.689, 0.757, -0.349, -0.242, 0.323, -0.059, -0.511, -0.352, 0.437, 0.381

***

No. 8
The following is a DFT calculation (wB97M-V/def2-TZVPD) of an isolated molecule of C3H3N3O2 at a distorted geometry.

Output
HOMO ... -0.390 Ha
Max |F| ... 2.092 eV Å⁻¹
Multiplicity ... 1
SMILES string ... O=C(O)c1c[nH]nn1
HOMO-LUMO gap ... 11.1 eV

Cartesian coordinates (Å):
O (1.431, -1.784, -1.149)
C (1.294, -1.108, -0.174)
O (2.113, -1.255, 0.863)
C (0.200, -0.129, -0.031)
C (-0.855, 0.250, -0.849)
N (-1.542, 1.116, -0.115)
N (-0.977, 1.415, 1.044)
N (0.074, 0.620, 1.086)
H (1.845, -0.632, 1.580)
H (-1.225, -0.082, -1.817)
H (-2.357, 1.589, -0.437)

Mulliken charges, unit e, in atom order: -0.550, 0.081, -0.505, 0.660, -0.113, 0.310, -0.772, -0.146, 0.413, 0.409, 0.211

***

No. 9
The following is a DFT calculation (wB97M-V/def2-TZVPD) of an isolated molecule of C3H3N3O2 at a distorted geometry.

Output
HOMO ... -0.352 Ha
Max |F| ... 6.108 eV Å⁻¹
Multiplicity ... 1
SMILES string ... CN1N=NC(=O)C1=O
HOMO-LUMO gap ... 7.5 eV

Cartesian coordinates (Å):
C (-1.678, -0.016, 0.164)
N (-0.258, -0.225, 0.023)
N (0.281, -1.434, 0.216)
N (1.348, -1.320, -0.568)
C (1.982, -0.094, -0.261)
O (3.119, 0.225, -0.427)
C (0.737, 0.789, 0.064)
O (0.576, 1.965, 0.170)
H (-2.072, 0.390, -0.765)
H (-2.161, -0.962, 0.407)
H (-1.874, 0.682, 0.976)

Mulliken charges, unit e, in atom order: -0.736, 0.435, -0.180, -0.358, 0.347, -0.419, 0.511, -0.492, 0.270, 0.316, 0.306

***

No. 10
The following is a DFT calculation (wB97M-V/def2-TZVPD) of an isolated molecule of C3H3N3O2 at a distorted geometry.

Output
HOMO ... -0.370 Ha
Max |F| ... 6.323 eV Å⁻¹
Multiplicity ... 1
SMILES string ... [H]/N=c1\ncc(O)no1
HOMO-LUMO gap ... 8.4 eV

Cartesian coordinates (Å):
H (-0.520, -2.981, 0.827)
N (0.336, -2.536, 1.081)
C (0.137, -1.392, 0.524)
N (-0.949, -1.129, -0.341)
C (-1.016, 0.101, -0.902)
C (-0.059, 1.174, -0.587)
O (-0.174, 2.622, -0.655)
N (0.714, 1.075, 0.389)
O (1.208, -0.290, 0.585)
H (-1.599, 0.236, -1.695)
H (-1.224, 2.927, -0.683)

Mulliken charges, unit e, in atom order: 0.310, -0.590, 0.531, -0.459, -0.298, 0.578, -0.497, -0.200, -0.216, 0.497, 0.344

***

No. 11
The following is a DFT calculation (wB97M-V/def2-TZVPD) of an isolated molecule of C3H3N3O2 at a distorted geometry.

Output
HOMO ... -0.367 Ha
Max |F| ... 3.899 eV Å⁻¹
Multiplicity ... 1
SMILES string ... [H]/N=C1/C(=O)N=CN1O
HOMO-LUMO gap ... 9.0 eV

Cartesian coordinates (Å):
H (0.971, 2.247, -0.031)
N (-0.054, 2.109, -0.022)
C (-0.291, 0.841, -0.094)
C (-1.634, 0.031, -0.087)
O (-2.796, 0.448, -0.089)
N (-1.393, -1.363, -0.040)
C (-0.086, -1.450, -0.032)
N (0.585, -0.281, -0.126)
O (1.928, -0.123, -0.192)
H (0.513, -2.384, -0.001)
H (2.257, -0.076, 0.713)

Mulliken charges, unit e, in atom order: 0.272, -0.614, 0.400, 0.419, -0.493, -0.563, 0.092, 0.203, -0.454, 0.389, 0.349

***

No. 12
The following is a DFT calculation (wB97M-V/def2-TZVPD) of an isolated molecule of C3H3N3O2 at a distorted geometry.

Output
HOMO (alpha / beta) ... -0.262 / -0.401 Ha
Max |F| ... 7.734 eV Å⁻¹
Multiplicity ... 3
HOMO-LUMO gap (alpha / beta) ... 7.3 / 7.0 eV

Cartesian coordinates (Å):
C (-0.808, 1.095, 0.130)
C (-0.677, -1.139, -0.318)
C (0.103, -0.172, 0.579)
N (-1.695, 0.710, -0.659)
N (-1.622, -0.621, -0.967)
N (1.515, 0.103, 0.028)
O (1.890, -0.557, -0.919)
O (2.110, 1.004, 0.526)
H (-0.501, 1.913, 0.721)
H (-0.333, -2.054, -0.780)
H (0.020, -0.283, 1.659)

Mulliken charges, unit e, in atom order: -0.232, -0.393, 0.069, -0.206, -0.246, 0.938, -0.541, -0.551, 0.451, 0.390, 0.321

***

No. 13
The following is a DFT calculation (wB97M-V/def2-TZVPD) of an isolated molecule of C3H3N3O3 at a distorted geometry.

Output
HOMO ... -0.309 Ha
Max |F| ... 3.855 eV Å⁻¹
Multiplicity ... 1
SMILES string ... N#C/C=C(/N)O[N+](=O)[O-]
HOMO-LUMO gap ... 7.3 eV

Cartesian coordinates (Å):
N (-0.405, -3.486, -0.490)
C (-0.755, -2.422, -0.219)
C (-1.197, -1.149, 0.169)
C (-0.319, -0.052, 0.148)
N (-0.957, 1.134, 0.117)
O (1.010, -0.073, 0.333)
N (2.169, 1.060, -0.049)
O (1.724, 1.856, -0.747)
O (3.204, 0.774, 0.407)
H (-2.141, -0.798, -0.139)
H (-2.001, 1.130, 0.185)
H (-0.332, 2.026, 0.284)

Mulliken charges, unit e, in atom order: -0.449, 0.393, -0.846, 0.883, -0.439, -0.467, 1.127, -0.428, -0.416, 0.204, 0.215, 0.223

***

No. 14
The following is a DFT calculation (wB97M-V/def2-TZVPD) of an isolated molecule of C3H3N3O3 at a distorted geometry.

Output
HOMO ... -0.371 Ha
Max |F| ... 4.487 eV Å⁻¹
Multiplicity ... 1
SMILES string ... O=[N+]([O-])/N=C1/N=CCO1
HOMO-LUMO gap ... 9.9 eV

Cartesian coordinates (Å):
O (3.119, 1.330, 3.754)
N (3.296, 0.943, 2.653)
O (3.999, 1.366, 1.795)
N (2.641, -0.209, 2.305)
C (1.627, -0.151, 1.453)
N (0.922, -1.357, 1.172)
C (-0.015, -1.031, 0.390)
C (0.020, 0.442, 0.017)
O (1.130, 0.868, 0.780)
H (-0.682, -1.719, 0.062)
H (0.297, 0.489, -0.996)
H (-1.059, 0.734, 0.368)

Mulliken charges, unit e, in atom order: -0.592, 1.158, -0.564, -0.551, 0.577, -0.413, -0.162, -0.223, -0.341, 0.518, 0.327, 0.267

***

No. 15
The following is a DFT calculation (wB97M-V/def2-TZVPD) of an isolated molecule of C3H3N3OS at a distorted geometry.

Output
HOMO ... -0.291 Ha
Max |F| ... 3.464 eV Å⁻¹
Multiplicity ... 1
SMILES string ... O=C=NN1NC=CS1
HOMO-LUMO gap ... 8.2 eV

Cartesian coordinates (Å):
O (3.226, 1.020, -1.046)
C (2.266, 0.367, -0.919)
N (1.452, -0.480, -1.099)
N (0.037, -0.421, -1.125)
N (-0.616, -1.083, -0.086)
C (-1.069, -0.382, 0.970)
C (-1.295, 0.915, 0.717)
S (-0.759, 1.218, -0.908)
H (-0.151, -1.916, 0.132)
H (-1.397, -0.875, 1.943)
H (-1.694, 1.638, 1.420)

Mulliken charges, unit e, in atom order: -0.406, 0.535, -0.287, -0.016, -0.203, -0.271, -0.212, -0.093, 0.284, 0.285, 0.386

***

No. 16
The following is a DFT calculation (wB97M-V/def2-TZVPD) of an isolated molecule of C3H3N3OS.

Output
HOMO ... -0.361 Ha
Max |F| ... 0.921 eV Å⁻¹
Multiplicity ... 1
SMILES string ... c1nncscno1
HOMO-LUMO gap ... 10.1 eV

Cartesian coordinates (Å):
C (-1.472, 0.353, -0.295)
N (-0.892, 1.441, -0.597)
N (0.087, 1.876, 0.236)
C (1.162, 1.211, 0.327)
S (1.633, -0.274, -0.559)
C (0.541, -1.579, -0.075)
N (-0.610, -1.644, 0.470)
O (-1.154, -0.382, 0.807)
H (-2.248, -0.044, -0.958)
H (1.960, 1.579, 0.968)
H (0.993, -2.540, -0.324)

Mulliken charges, unit e, in atom order: -0.035, -0.289, -0.221, -0.022, -0.117, 0.045, -0.423, -0.155, 0.409, 0.440, 0.369

***

No. 17
The following is a DFT calculation (wB97M-V/def2-TZVPD) of an isolated molecule of C3H3N3OS at a distorted geometry.

Output
HOMO ... -0.336 Ha
Max |F| ... 3.958 eV Å⁻¹
Multiplicity ... 1
SMILES string ... N#C[C@]1(O)N=CSN1
HOMO-LUMO gap ... 9.3 eV

Cartesian coordinates (Å):
N (-2.599, -1.092, -0.177)
C (-1.638, -0.473, -0.068)
C (-0.322, 0.195, 0.167)
O (-0.677, 1.401, 0.745)
N (0.318, 0.431, -1.109)
C (1.450, -0.116, -1.177)
S (2.028, -0.806, 0.319)
N (0.422, -0.745, 0.927)
H (-1.385, 1.960, 0.393)
H (2.076, -0.041, -1.958)
H (0.329, -0.712, 1.939)

Mulliken charges, unit e, in atom order: -0.432, 0.012, 0.970, -0.596, -0.531, -0.138, -0.026, -0.372, 0.369, 0.435, 0.308

***

No. 18
The following is a DFT calculation (wB97M-V/def2-TZVPD) of an isolated molecule of C3H3N3OS at a distorted geometry.

Output
HOMO ... -0.348 Ha
Max |F| ... 5.528 eV Å⁻¹
Multiplicity ... 1
SMILES string ... O=Cn1ncnc1S
HOMO-LUMO gap ... 9.8 eV

Cartesian coordinates (Å):
O (-1.539, -1.673, 0.294)
C (-1.197, -0.883, 1.046)
N (-0.421, 0.240, 0.712)
N (0.309, 0.754, 1.733)
C (1.241, 1.404, 1.154)
N (1.312, 1.327, -0.278)
C (0.295, 0.475, -0.501)
S (0.021, -0.610, -1.806)
H (-1.535, -0.893, 2.114)
H (1.995, 2.077, 1.683)
H (1.083, -0.256, -2.610)

Mulliken charges, unit e, in atom order: -0.397, 0.086, 0.430, -0.737, -0.015, -0.515, 0.478, -0.216, 0.363, 0.354, 0.169

***

No. 19
The following is a DFT calculation (wB97M-V/def2-TZVPD) of an isolated molecule of C3H3N5 at a distorted geometry.

Output
HOMO ... -0.356 Ha
Max |F| ... 3.273 eV Å⁻¹
Multiplicity ... 1
SMILES string ... [H]/N=c1/nccnnn1
HOMO-LUMO gap ... 8.7 eV

Cartesian coordinates (Å):
H (-1.188, -0.470, 2.625)
N (-1.239, -1.056, 1.666)
C (-0.906, -0.324, 0.682)
N (-1.147, -0.603, -0.735)
C (-0.263, -0.161, -1.526)
C (1.227, 0.083, -0.938)
N (1.709, 0.592, 0.169)
N (0.774, 1.371, 1.002)
N (-0.463, 1.076, 1.022)
H (-0.548, -0.094, -2.628)
H (2.045, -0.413, -1.339)

Mulliken charges, unit e, in atom order: 0.319, -0.550, 0.449, -0.370, 0.019, -0.104, -0.268, -0.070, -0.197, 0.353, 0.417

***

No. 20
The following is a DFT calculation (wB97M-V/def2-TZVPD) of an isolated molecule of C3H3N5 at a distorted geometry.

Output
HOMO ... -0.371 Ha
Max |F| ... 11.556 eV Å⁻¹
Multiplicity ... 1
SMILES string ... N#CC1=NN=CNN1
HOMO-LUMO gap ... 9.2 eV

Cartesian coordinates (Å):
N (-0.432, -0.754, 3.233)
C (-0.294, -0.428, 2.098)
C (-0.039, 0.108, 0.940)
N (0.145, 1.322, 0.489)
N (-0.105, 1.551, -0.749)
C (0.250, 0.613, -1.494)
N (0.500, -0.630, -1.016)
N (-0.240, -0.901, 0.006)
H (-0.085, 1.089, -2.641)
H (1.486, -0.780, -0.663)
H (-1.185, -1.190, -0.202)

Mulliken charges, unit e, in atom order: -0.475, 0.348, 0.377, -0.290, -0.293, 0.040, -0.349, -0.176, 0.257, 0.305, 0.255